Entry 1:
ORCA calculation (wB97M-V/def2-TZVPD) on a structure of composition C30H35ClN4PS4V in a non-equilibrium geometry.

Results
Lowest unoccupied orbital energy (spin up / spin down)   -3.354 / -3.435 eV
Calculated total energy   -128442.521 eV
2S+1   4
Gap between HOMO and LUMO (spin up / spin down)   5.9857 / 6.8207 eV
Total charge   +1

Each line ends with the Mulliken charge.
Positions of all 76 atoms, in Å:
C1 -3.105 0.153 -2.285  0.260
S1 -2.880 -0.580 2.831  -0.388
H1 1.094 4.953 2.443  0.464
C2 -0.847 3.087 -4.364  -0.949
H2 3.987 -1.342 1.556  0.515
H3 -2.976 4.113 2.889  0.460
N1 -0.436 -1.734 1.463  -0.856
C3 0.907 -3.508 0.034  -1.149
H4 2.543 2.964 2.222  0.535
H5 -0.805 -4.906 -1.389  0.724
C4 -2.120 -3.885 0.046  -0.095
H6 -1.460 3.918 -4.684  0.442
H7 1.880 -3.024 0.099  0.149
C5 0.925 1.520 -4.820  -1.026
C6 0.122 2.580 -5.209  -0.547
C7 -1.270 -4.059 1.322  -1.295
C8 -2.509 3.277 3.386  -0.316
H8 1.154 0.269 -0.207  0.540
C9 -1.160 2.256 5.060  -0.274
C10 -1.458 1.021 4.558  -0.730
N2 -2.788 2.045 2.895  0.061
V1 -1.482 -1.410 -0.268  -0.167
C11 -1.200 -3.896 -1.272  -1.499
C12 4.396 -1.238 0.561  -0.868
C13 5.784 -1.080 -1.250  -0.596
H9 -1.484 4.395 4.867  0.466
P1 -0.383 0.674 -1.059  0.410
C14 -2.323 0.888 3.443  0.395
H10 1.687 1.142 -5.488  0.462
H11 0.255 3.022 -6.187  0.415
C15 -0.005 2.018 0.154  1.156
H12 1.330 0.137 -3.200  0.602
H13 6.522 -1.579 0.822  0.480
C16 -0.272 1.445 -2.715  1.563
C17 0.741 0.952 -3.574  -1.034
H14 -1.678 3.262 -0.332  0.382
H15 -0.959 5.135 1.104  0.529
H16 1.076 -0.310 -1.864  -0.606
H17 0.601 -3.467 2.217  0.507
H18 0.300 -1.070 1.180  -1.986
H19 4.279 -0.529 -2.739  0.515
H20 -0.522 2.348 5.929  0.429
H21 -3.413 -2.599 1.065  0.299
C18 1.603 3.016 1.689  -1.001
C19 0.798 4.132 1.804  -0.566
C20 -0.371 4.227 1.064  -0.953
C21 -1.704 3.417 4.469  -0.678
H22 6.693 -1.119 -1.830  0.485
Cl1 0.825 -0.614 -0.814  2.269
H23 0.590 -0.790 0.238  1.547
N3 -2.964 -2.642 0.153  -0.329
C22 4.556 -0.789 -1.729  -0.978
H24 -3.716 -2.658 -0.535  0.420
H25 -0.825 -1.515 2.380  0.278
H26 1.916 1.168 0.664  0.540
C23 0.153 -3.056 -1.289  -0.140
C24 2.276 -0.745 -0.690  0.956
C25 -1.045 2.534 -3.111  -0.467
H27 -1.806 -3.700 -2.154  0.488
C26 5.686 -1.351 0.179  -0.669
S2 -2.071 -1.234 -2.633  -0.334
H28 0.739 -3.312 -2.179  0.559
S3 -4.240 0.839 -3.194  -0.136
C27 -0.772 3.183 0.252  -0.275
H29 -2.774 -4.754 -0.054  0.520
H30 1.093 -4.584 0.009  0.706
N4 0.282 -1.728 -1.166  -1.437
C28 -0.005 -3.181 1.354  0.178
H31 -3.388 1.940 2.086  0.293
H32 -1.074 0.121 5.014  0.411
H33 -1.798 2.923 -2.441  0.387
C29 3.606 -0.884 -0.619  0.545
H34 -0.971 -5.104 1.399  0.475
C30 1.227 1.976 0.851  -0.605
S4 -2.678 0.750 -0.603  -0.356
H35 -1.888 -3.821 2.194  0.489

---

Entry 2:
ORCA calculation (wB97M-V/def2-TZVPD) on a cluster of 4 separate species, C30H35N3O10P in total in a non-equilibrium geometry.

Results
Lowest unoccupied orbital energy   0.129 eV
Calculated total energy   -65901.778 eV
Gap between HOMO and LUMO   4.1183 eV
Total charge   -1

Each line ends with the Mulliken charge.
Positions of all 79 atoms, in Å:
C1 2.724 0.329 -2.262  0.122
N1 5.031 -4.457 3.679  0.999
C2 -0.115 -2.978 -6.252  -0.084
H1 1.636 -0.706 -3.802  0.707
H2 -4.482 3.663 -0.085  0.399
H3 3.998 1.444 -0.926  0.468
H4 -4.489 4.086 1.631  0.385
H5 2.922 -1.811 -0.410  0.366
C3 -2.588 3.267 0.805  0.771
C4 -3.175 3.257 6.894  -0.709
N2 1.771 -0.034 -1.210  1.159
H6 5.617 2.015 -2.689  0.393
C5 3.357 -2.341 0.424  -0.201
H7 1.876 -1.658 1.819  0.497
H8 -3.293 2.657 7.834  0.335
H9 -4.639 -0.381 1.328  0.387
C6 -4.144 3.297 0.923  -0.874
H10 2.851 -2.877 3.725  0.453
H11 -2.912 2.171 3.410  -0.030
C7 -1.857 2.066 0.504  -0.350
C8 -4.774 1.506 2.436  0.428
O1 -4.731 2.034 1.091  -0.375
H12 -2.790 4.286 7.089  0.351
O2 2.273 -2.125 -5.276  -0.607
H13 0.190 1.249 0.109  0.323
C9 1.136 -4.282 -7.857  -0.448
C10 4.538 0.980 -4.231  -0.510
H14 -2.391 5.419 1.182  0.262
C11 -4.314 -0.002 2.328  -1.425
C12 -2.057 2.453 6.098  0.193
H15 -2.374 1.101 0.353  0.392
C13 4.457 -3.710 2.553  -0.011
H16 -0.033 -5.435 -9.235  0.368
O3 0.826 -0.736 -1.517  -0.619
H17 5.951 -4.386 1.155  0.438
C14 3.420 0.219 -4.546  -0.341
H18 2.078 -4.613 -8.273  0.437
H19 -4.835 -0.639 3.077  0.522
O4 1.981 0.387 -0.083  -0.595
C15 -1.300 -3.444 -6.801  -0.596
H20 5.254 1.231 -5.005  0.379
C16 2.501 -0.114 -3.557  -0.572
H21 -4.735 1.185 6.712  0.175
O5 4.462 -4.391 4.752  -0.598
O6 3.390 -3.248 -6.739  -0.604
C17 5.059 -3.793 1.306  -0.331
O7 -4.344 3.222 6.083  -0.485
C18 4.502 -3.106 0.239  -0.575
H22 -5.854 1.447 2.745  0.149
C19 1.093 -3.398 -6.790  0.136
H23 3.267 -0.118 -5.560  0.351
H24 -2.249 -3.119 -6.394  0.395
C20 -0.053 -4.747 -8.400  -0.420
H25 4.960 -3.167 -0.741  0.417
H26 -5.852 1.888 5.223  0.077
H27 1.396 3.423 0.383  0.345
H28 -2.196 -4.683 -8.306  0.373
C21 4.744 1.421 -2.929  -0.583
C22 3.317 -2.945 2.751  -0.352
H29 -4.780 0.284 4.973  0.018
C23 -1.269 -4.325 -7.875  -0.411
C24 -0.421 4.570 0.834  -0.671
O8 -1.534 3.455 5.193  -0.539
C25 0.296 3.372 0.516  -0.472
C26 -1.847 4.477 0.965  -0.570
O9 6.043 -5.104 3.473  -0.616
H30 -4.217 3.347 3.610  0.273
C27 -0.428 2.135 0.369  -0.034
C28 -4.016 2.247 3.552  -0.702
H31 -1.080 2.983 4.472  0.287
H32 -3.208 -0.059 2.465  0.149
C29 2.767 -2.257 1.679  -0.525
N3 2.347 -2.888 -6.227  0.956
P1 -4.423 1.628 5.347  -0.089
H33 -1.157 2.102 6.657  0.278
O10 -2.717 1.343 5.553  -0.475
C30 3.834 1.098 -1.937  -0.267
H34 -0.147 -2.293 -5.415  0.419
H35 0.058 5.561 0.949  0.339

---

Entry 3:
ORCA calculation (wB97M-V/def2-TZVPD) on an isolated molecule of C30H35N3O2S.

Results
Lowest unoccupied orbital energy   0.527 eV
Calculated total energy   -51080.421 eV
Gap between HOMO and LUMO   8.3535 eV
SMILES   CC(=O)Nc1ccc(SC[C@H](Cc2ccccc2)N2CCN(CCc3ccccc3)CCC2=O)cc1

Each line ends with the Mulliken charge.
Positions of all 71 atoms, in Å:
H1 1.378 -0.168 -3.581  0.401
H2 3.211 0.057 0.986  0.415
H3 -1.493 -2.469 2.753  0.346
H4 -2.047 7.925 -2.665  0.381
C1 -2.200 -0.274 0.327  -1.304
H5 0.459 -6.852 -0.318  0.396
H6 -0.146 -0.253 -0.378  -0.839
H7 -1.478 2.344 -1.923  0.616
H8 0.743 -1.906 1.818  -0.012
C2 0.032 -2.487 1.231  1.437
C3 -1.998 6.066 -1.611  -0.228
H9 -2.634 -1.086 -0.260  0.178
H10 -2.044 0.932 2.721  0.466
C4 2.759 -1.221 -0.672  0.230
C5 -2.431 6.917 -2.613  -0.659
H11 0.135 -2.227 0.176  -0.088
H12 0.485 1.309 2.962  0.425
C6 -2.483 4.767 -1.527  0.199
S1 1.170 2.506 -2.766  -0.288
H13 -1.087 -0.352 3.470  0.325
C7 0.523 -6.175 0.522  -0.772
C8 0.958 -5.779 2.843  -0.860
H14 -2.973 0.492 0.470  0.424
H15 2.239 -2.210 -2.505  0.361
H16 4.150 -4.238 2.499  0.333
C9 0.687 -4.435 2.665  0.000
C10 1.775 -0.129 -2.578  -0.914
H17 -4.572 4.840 -4.191  0.383
C11 3.454 -2.680 1.222  0.771
H18 0.767 -3.752 3.498  0.393
C12 -1.994 3.830 -0.461  -0.901
O1 3.261 -1.891 2.118  -0.624
C13 -1.008 2.795 -1.042  -0.655
C14 0.287 3.470 -1.494  -0.679
C15 3.977 -4.082 1.438  -1.443
H19 -1.320 0.363 -1.536  0.838
C16 0.011 0.872 2.081  0.509
N1 -1.856 -0.798 1.621  0.453
H20 0.941 3.675 -0.651  0.291
H21 0.711 0.162 1.642  -0.661
C17 0.878 -6.654 1.772  -0.398
C18 -1.283 0.165 2.528  -1.163
C19 2.257 -1.270 -1.972  -0.627
C20 -3.847 5.187 -3.469  -0.791
C21 0.250 -4.829 0.347  -0.119
H22 4.911 -4.220 0.898  0.450
C22 -0.213 2.020 1.119  0.403
H23 1.092 -7.703 1.910  0.393
H24 2.389 2.087 -0.096  0.433
H25 -3.693 7.142 -4.328  0.382
C23 -3.355 6.479 -3.546  -0.398
H26 -0.025 -4.460 -0.632  0.419
H27 -1.498 4.380 0.337  0.522
H28 1.237 -6.147 3.820  0.394
C24 -1.046 0.357 -0.479  0.318
H29 -1.281 6.414 -0.881  0.424
H30 3.318 -3.182 -0.742  0.266
C25 1.793 1.088 -1.902  0.156
N2 3.223 -2.410 -0.097  -0.020
C26 2.333 1.149 -0.625  -0.233
H31 0.053 4.405 -2.003  0.550
C27 -3.413 4.338 -2.466  -0.268
H32 3.252 -4.813 1.087  0.272
C28 2.802 0.003 -0.009  -0.148
C29 0.331 -3.943 1.414  -0.393
O2 0.095 3.159 1.426  -0.686
H33 -2.105 -2.774 1.126  0.321
N3 -0.753 1.720 -0.089  0.712
H34 -3.806 3.333 -2.407  0.406
H35 -2.838 3.282 -0.034  0.338
C30 -1.405 -2.163 1.706  -1.559

---

Q: Which of these has the lowest calculated total energy?
A: C30H35ClN4PS4V